1 | {
  "formula": "C53H55F3N11O5STeTi",
  "method": "ωB97M-V/def2-TZVPD",
  "species": ["Ti", "C", "C", "N", "C", "C", "N", "C", "C", "C", "C", "C", "N", "C", "C", "N", "C", "C", "N", "C", "C", "C", "N", "C", "C", "H", "H", "H", "H", "H", "H", "H", "H", "H", "H", "H", "H", "F", "C", "F", "F", "S", "O", "O", "O", "C", "C", "C", "C", "C", "C", "Te", "N", "C", "O", "C", "C", "C", "C", "C", "C", "C", "C", "C", "C", "C", "C", "C", "C", "C", "C", "H", "H", "H", "H", "H", "H", "H", "H", "H", "H", "H", "H", "H", "H", "H", "H", "H", "H", "H", "H", "H", "H", "H", "C", "C", "N", "C", "C", "N", "C", "C", "H", "H", "H", "H", "H", "H", "H", "H", "H", "H", "H", "H", "N", "C", "N", "C", "C", "O", "C", "C", "H", "H", "H", "H", "H", "H", "H", "H"],
  "positions_angstrom": [[-0.37, -1.29, 0.81], [-3.89, 1.43, 0.78], [-2.60, 0.94, 0.67], [-2.34, -0.37, 0.77], [-3.39, -1.17, 1.00], [-4.67, -0.66, 1.09], [-4.93, 0.64, 0.97], [-3.06, -2.56, 1.36], [-3.96, -3.58, 1.53], [-3.50, -4.81, 2.01], [-2.16, -4.94, 2.32], [-1.31, -3.89, 2.10], [-1.75, -2.73, 1.60], [0.15, -3.90, 2.35], [0.79, -4.89, 3.07], [2.11, -4.88, 3.26], [2.78, -3.85, 2.75], [2.15, -2.84, 2.06], [0.83, -2.87, 1.85], [-4.43, -5.95, 2.17], [-5.69, -5.77, 2.72], [-6.54, -6.87, 2.82], [-6.20, -8.09, 2.39], [-4.99, -8.25, 1.87], [-4.07, -7.22, 1.74], [-4.07, 2.50, 0.70], [-1.77, 1.60, 0.49], [-5.51, -1.31, 1.28], [-5.00, -3.46, 1.27], [-1.79, -5.88, 2.72], [0.24, -5.71, 3.52], [3.85, -3.85, 2.89], [2.69, -1.99, 1.68], [-6.01, -4.81, 3.10], [-7.52, -6.77, 3.25], [-4.74, -9.25, 1.53], [-3.10, -7.40, 1.28], [-0.76, -3.50, -3.59], [0.03, -4.09, -2.70], [1.22, -3.45, -2.69], [0.22, -5.35, -3.01], [-0.71, -3.99, -1.02], [-2.10, -4.29, -1.12], [0.14, -4.84, -0.24], [-0.49, -2.50, -0.70], [4.76, 7.38, -2.13], [4.00, 6.19, -1.63], [3.87, 5.04, -2.41], [3.15, 3.93, -1.97], [3.07, 2.72, -2.88], [2.52, 4.02, -0.72], [1.14, 2.45, -0.27], [0.23, 0.59, 1.16], [0.24, 0.28, 2.43], [-0.44, -0.82, 2.70], [0.90, 0.96, 3.56], [2.04, 1.74, 3.37], [2.63, 2.37, 4.45], [2.09, 2.23, 5.72], [0.95, 1.45, 5.92], [0.36, 0.80, 4.84], [-0.46, 3.84, -0.09], [-0.75, 4.44, -1.32], [-1.77, 5.37, -1.41], [-2.50, 5.69, -0.27], [-2.19, 5.10, 0.95], [-1.16, 4.16, 1.07], [-0.87, 3.58, 2.43], [2.69, 5.12, 0.12], [2.14, 5.21, 1.53], [3.42, 6.20, -0.36], [5.16, 7.21, -3.13], [5.60, 7.62, -1.46], [4.12, 8.26, -2.16], [4.34, 5.01, -3.39], [3.94, 2.70, -3.54], [2.18, 2.76, -3.52], [3.04, 1.79, -2.33], [2.47, 1.83, 2.38], [3.53, 2.96, 4.31], [2.55, 2.73, 6.57], [0.53, 1.34, 6.91], [-0.52, 0.19, 4.97], [-0.17, 4.20, -2.20], [-1.99, 5.84, -2.36], [-3.31, 6.42, -0.32], [-2.74, 5.38, 1.84], [-1.79, 3.20, 2.90], [-0.47, 4.35, 3.09], [-0.15, 2.77, 2.39], [1.60, 4.30, 1.81], [1.46, 6.06, 1.63], [2.95, 5.35, 2.24], [3.55, 7.07, 0.27], [-2.29, 1.18, -2.31], [-2.58, 1.36, -3.83], [-2.39, 0.08, -4.52], [-0.99, -0.33, -4.41], [-0.57, -0.34, -2.92], [-1.75, -0.16, -2.05], [-2.79, -1.14, -2.41], [-3.24, -0.94, -3.89], [-3.20, 1.31, -1.73], [-1.56, 1.91, -1.97], [-1.91, 2.09, -4.28], [-3.61, 1.70, -4.00], [-0.38, 0.37, -4.99], [-0.89, -1.32, -4.86], [0.12, 0.47, -2.69], [-0.08, -1.28, -2.66], [-3.64, -1.01, -1.73], [-2.40, -2.15, -2.25], [-3.15, -1.86, -4.45], [-4.28, -0.60, -3.94], [1.56, -1.01, -0.32], [2.51, -0.97, -0.98], [3.59, -0.88, -1.70], [3.74, -1.53, -3.03], [4.86, -2.54, -2.94], [6.05, -1.91, -2.49], [5.92, -1.36, -1.20], [4.84, -0.29, -1.18], [4.00, -0.75, -3.74], [2.80, -1.99, -3.32], [5.07, -2.96, -3.92], [4.58, -3.35, -2.25], [6.88, -0.92, -0.93], [5.67, -2.14, -0.47], [5.13, 0.53, -1.85], [4.68, 0.11, -0.18]],
  "homo_lumo_gap_ev": [6.01, 5.00],
  "spin_multiplicity": 2,
  "homo_ev": [-12.02, -12.02],
  "lumo_energy_ev": [-6.0, -7.0],
  "charge": 2
}

---

2 | {
  "formula": "C53H55F3N11O5STeTi",
  "method": "ωB97M-V/def2-TZVPD",
  "species": ["Ti", "C", "C", "N", "C", "C", "N", "C", "C", "C", "C", "C", "N", "C", "C", "N", "C", "C", "N", "C", "C", "C", "N", "C", "C", "H", "H", "H", "H", "H", "H", "H", "H", "H", "H", "H", "H", "F", "C", "F", "F", "S", "O", "O", "O", "C", "C", "C", "C", "C", "C", "Te", "N", "C", "O", "C", "C", "C", "C", "C", "C", "C", "C", "C", "C", "C", "C", "C", "C", "C", "C", "H", "H", "H", "H", "H", "H", "H", "H", "H", "H", "H", "H", "H", "H", "H", "H", "H", "H", "H", "H", "H", "H", "H", "C", "C", "N", "C", "C", "N", "C", "C", "H", "H", "H", "H", "H", "H", "H", "H", "H", "H", "H", "H", "N", "C", "N", "C", "C", "O", "C", "C", "H", "H", "H", "H", "H", "H", "H", "H"],
  "positions_angstrom": [[0.53, -0.21, -0.22], [-5.24, 1.40, -0.50], [-4.38, 0.35, -0.19], [-3.18, 0.57, 0.33], [-2.80, 1.83, 0.52], [-3.60, 2.88, 0.04], [-4.80, 2.65, -0.44], [-1.56, 2.07, 1.30], [-1.55, 3.22, 2.08], [-0.47, 3.48, 2.93], [0.48, 2.48, 3.03], [0.41, 1.34, 2.23], [-0.57, 1.16, 1.30], [1.35, 0.25, 2.39], [2.19, 0.11, 3.51], [2.88, -0.97, 3.77], [2.76, -1.99, 2.90], [2.03, -1.86, 1.75], [1.34, -0.74, 1.45], [-0.39, 4.72, 3.72], [-1.51, 5.51, 3.98], [-1.37, 6.64, 4.76], [-0.22, 7.01, 5.30], [0.85, 6.29, 5.04], [0.83, 5.15, 4.25], [-6.26, 1.25, -0.82], [-4.65, -0.68, -0.34], [-3.25, 3.90, 0.01], [-2.38, 3.90, 2.04], [1.31, 2.59, 3.71], [2.29, 0.90, 4.24], [3.29, -2.90, 3.16], [2.01, -2.66, 1.01], [-2.49, 5.25, 3.60], [-2.21, 7.28, 4.97], [1.77, 6.64, 5.49], [1.75, 4.62, 4.04], [3.60, -0.05, -0.06], [3.85, 1.09, -0.76], [5.13, 1.38, -0.63], [3.59, 0.84, -2.04], [2.58, 2.25, -0.06], [2.84, 2.30, 1.33], [2.52, 3.45, -0.81], [1.40, 1.37, -0.36], [3.15, -8.66, 2.82], [2.40, -7.53, 2.20], [1.05, -7.32, 2.48], [0.34, -6.28, 1.90], [-1.10, -6.08, 2.26], [1.00, -5.44, 0.99], [-0.37, -3.93, 0.26], [0.34, -2.43, -0.80], [1.31, -2.16, -1.65], [1.74, -0.97, -1.51], [1.82, -2.98, -2.76], [2.63, -2.36, -3.72], [3.03, -3.06, -4.84], [2.64, -4.38, -5.02], [1.87, -5.01, -4.05], [1.46, -4.32, -2.93], [-1.27, -5.28, -1.17], [-0.71, -6.52, -1.46], [-1.32, -7.36, -2.37], [-2.50, -6.97, -2.98], [-3.08, -5.76, -2.66], [-2.48, -4.89, -1.74], [-3.15, -3.60, -1.37], [2.36, -5.61, 0.71], [3.14, -4.72, -0.21], [3.03, -6.66, 1.32], [2.52, -9.20, 3.53], [4.03, -8.29, 3.34], [3.49, -9.35, 2.06], [0.54, -7.98, 3.16], [-1.43, -6.87, 2.93], [-1.74, -6.10, 1.37], [-1.24, -5.12, 2.77], [2.94, -1.34, -3.56], [3.65, -2.57, -5.58], [2.94, -4.92, -5.91], [1.60, -6.05, -4.16], [0.88, -4.82, -2.17], [0.21, -6.83, -0.97], [-0.87, -8.31, -2.61], [-2.97, -7.62, -3.70], [-4.02, -5.48, -3.11], [-3.64, -3.16, -2.24], [-2.42, -2.89, -0.97], [-3.91, -3.80, -0.61], [2.57, -3.86, -0.55], [3.46, -5.28, -1.09], [4.04, -4.37, 0.29], [4.07, -6.80, 1.10], [-1.56, -0.26, -2.38], [-2.37, 0.25, -3.61], [-1.75, 1.43, -4.16], [-1.69, 2.47, -3.15], [-0.76, 2.01, -2.01], [-0.37, 0.59, -2.20], [0.42, 0.54, -3.45], [-0.41, 1.13, -4.62], [-1.22, -1.29, -2.55], [-2.15, -0.23, -1.46], [-3.39, 0.51, -3.32], [-2.43, -0.51, -4.39], [-2.70, 2.66, -2.80], [-1.32, 3.38, -3.62], [-1.27, 2.10, -1.05], [0.15, 2.61, -1.97], [0.68, -0.50, -3.67], [1.34, 1.11, -3.29], [-0.48, 0.43, -5.45], [0.03, 2.05, -4.99], [-1.28, -1.40, 1.03], [-2.11, -1.40, 1.86], [-2.98, -1.57, 2.78], [-3.63, -2.87, 2.93], [-5.14, -2.69, 2.73], [-5.64, -1.73, 3.62], [-5.06, -0.47, 3.41], [-3.54, -0.52, 3.62], [-3.44, -3.23, 3.95], [-3.21, -3.57, 2.21], [-5.67, -3.62, 2.95], [-5.34, -2.39, 1.69], [-5.53, 0.20, 4.13], [-5.28, -0.12, 2.39], [-3.33, -0.78, 4.67], [-3.08, 0.44, 3.38]],
  "homo_lumo_gap_ev": [6.55, 6.40],
  "spin_multiplicity": 2,
  "homo_ev": [-12.51, -12.51],
  "lumo_energy_ev": [-6.0, -6.1],
  "charge": 2
}

---

Preferred: 1; penalty for the next structure: 0.0517 hartree.

---

1 | {
  "formula": "C2H2BrO2S",
  "method": "ωB97M-V/def2-TZVPD",
  "species": ["C", "C", "O", "O", "S", "Br", "H", "H"],
  "positions_angstrom": [[0.67, 0.99, 0.30], [-0.57, -0.19, -0.52], [0.90, 0.53, 1.39], [0.93, 1.91, -0.41], [-1.12, -1.33, 0.78], [0.41, -1.40, -1.85], [-1.20, 0.55, -1.20], [-0.03, -1.07, 1.50]],
  "homo_lumo_gap_ev": 7.60,
  "homo_ev": -4.13,
  "lumo_energy_ev": 3.5,
  "charge": -1
}

---

2 | {
  "formula": "C2H2BrO2S",
  "method": "ωB97M-V/def2-TZVPD",
  "species": ["C", "C", "O", "O", "S", "Br", "H", "H"],
  "positions_angstrom": [[0.27, -1.05, 0.16], [-0.24, 0.38, -0.40], [1.07, -0.95, 1.02], [-0.27, -1.95, -0.43], [0.54, 1.77, 0.38], [-2.30, 0.46, -0.28], [-0.05, 0.39, -1.84], [0.97, 0.95, 1.38]],
  "homo_lumo_gap_ev": 8.13,
  "homo_ev": -4.75,
  "lumo_energy_ev": 3.4,
  "charge": -1
}

---

Preferred: 1; penalty for the next structure: 0.0179 hartree.

---

1 | {
  "formula": "C2H5O2",
  "method": "ωB97M-V/def2-TZVPD",
  "species": ["O", "H", "C", "C", "O", "H", "H", "H", "H"],
  "positions_angstrom": [[0.88, -1.37, -1.93], [0.37, -1.63, -1.06], [-0.01, 1.39, 0.22], [-0.59, 0.78, 1.13], [-0.60, -0.74, 1.05], [0.86, -0.39, -1.55], [0.38, 2.11, -0.33], [-1.14, 1.07, 2.02], [-0.14, -1.21, 0.44]],
  "homo_lumo_gap_ev": 6.30,
  "homo_ev": -1.57,
  "lumo_energy_ev": 4.7,
  "charge": -1
}

---

2 | {
  "formula": "C2H5O2",
  "method": "ωB97M-V/def2-TZVPD",
  "species": ["O", "H", "O", "C", "C", "H", "H", "H", "H"],
  "positions_angstrom": [[0.16, 2.83, -0.85], [-0.67, 2.64, -0.42], [0.59, 0.15, -0.57], [0.55, -0.88, 0.15], [-0.56, -1.50, 0.73], [1.49, -1.38, 0.46], [-1.60, -1.19, 0.59], [-0.51, -2.60, 0.71], [0.56, 1.92, -0.80]],
  "homo_lumo_gap_ev": 7.16,
  "homo_ev": -2.54,
  "lumo_energy_ev": 4.6,
  "charge": -1
}

---

Preferred: 2; penalty for the next structure: 0.1321 hartree.